Record 1
Below is a 5-piece molecular cluster, C42H82F3N2O7S overall, with properties calculated with ωB97M-V/def2-TZVPD.

Its net charge is +1. As for the frontier orbital gap: 7.01 eV. The value obtained for the HOMO energy is -11.1 eV.

Positions of all 137 atoms, in Å:
C  9.851  -0.606  0.958
C  9.868  -1.834  -0.028
C  8.476  -2.555  -0.137
C  7.403  -1.765  -0.948
C  6.013  -2.515  -1.010
C  4.859  -1.583  -1.547
C  3.712  -2.394  -2.257
C  2.280  -1.916  -1.837
C  1.218  -2.893  -2.503
C  0.209  -2.120  -3.470
C  -1.165  -1.876  -2.710
C  -2.123  -3.105  -2.943
C  -3.565  -2.954  -2.278
C  -3.612  -1.677  -1.384
C  -3.297  -1.847  0.008
C  -2.920  -3.217  0.653
C  -4.164  -3.868  1.398
C  -4.961  -4.843  0.432
C  -3.750  -4.661  2.692
C  -3.337  -0.690  0.878
C  -2.978  -0.876  2.378
O  -3.620  -1.533  3.125
O  -1.822  -0.221  2.832
S  -2.255  0.513  4.330
C  -3.717  0.618  0.305
C  -3.766  1.828  1.264
C  -2.611  2.878  1.045
C  -3.004  4.375  1.317
N  -1.408  2.630  0.708
C  -4.012  0.665  -1.088
C  -4.428  2.053  -1.671
N  -3.941  -0.450  -1.906
C  -4.228  -0.272  -3.339
C  -5.760  -0.104  -3.711
O  -5.977  -0.833  -4.929
C  -6.759  -0.691  -2.659
F  -6.952  0.110  -1.571
F  -6.480  -1.972  -2.283
F  -7.987  -0.752  -3.272
H  9.260  -0.895  1.859
H  10.887  -0.360  1.314
H  9.443  0.288  0.433
H  10.250  -1.572  -1.047
H  10.574  -2.590  0.411
H  8.143  -2.774  0.913
H  8.671  -3.561  -0.600
H  7.265  -0.756  -0.485
H  7.782  -1.580  -1.989
H  6.121  -3.442  -1.636
H  5.818  -2.870  0.034
H  5.330  -0.911  -2.314
H  4.486  -0.927  -0.724
H  3.859  -2.346  -3.367
H  3.801  -3.479  -1.981
H  2.071  -0.845  -2.075
H  2.217  -2.012  -0.722
H  1.720  -3.728  -3.044
H  0.592  -3.300  -1.663
H  0.015  -2.737  -4.380
H  0.705  -1.145  -3.716
H  -0.916  -1.826  -1.621
H  -1.607  -0.912  -3.074
H  -2.224  -3.217  -4.051
H  -1.633  -4.028  -2.549
H  -3.725  -3.869  -1.661
H  -4.373  -2.962  -3.043
H  -2.133  -3.090  1.443
H  -2.481  -3.895  -0.114
H  -4.912  -3.098  1.713
H  -5.469  -4.201  -0.328
H  -4.279  -5.543  -0.110
H  -5.721  -5.395  1.027
H  -2.686  -5.010  2.687
H  -4.388  -5.579  2.750
H  -3.950  -4.102  3.640
H  -2.226  -0.563  5.195
H  -4.722  2.377  1.049
H  -3.806  1.556  2.344
H  -2.728  5.048  0.478
H  -4.085  4.474  1.576
H  -2.456  4.642  2.259
H  -1.329  1.608  0.603
H  -5.469  1.975  -2.069
H  -4.317  2.869  -0.932
H  -3.738  2.278  -2.526
H  -3.842  -1.107  -3.973
H  -3.708  0.640  -3.730
H  -6.044  0.949  -3.946
H  -6.200  -1.754  -4.701
C  14.153  -4.745  2.261
C  13.223  -4.756  1.057
C  13.991  -4.535  -0.236
O  12.236  -3.735  1.207
H  14.659  -3.779  2.351
H  13.588  -4.894  3.183
H  14.909  -5.529  2.184
H  12.694  -5.710  1.012
H  14.492  -3.562  -0.229
H  13.311  -4.535  -1.091
H  14.743  -5.312  -0.388
H  12.692  -2.885  1.249
C  2.435  2.565  3.959
C  2.956  1.659  2.855
C  2.710  2.256  1.487
O  2.307  0.392  2.925
H  1.356  2.718  3.862
H  2.604  2.109  4.937
H  2.928  3.539  3.940
H  4.024  1.487  3.001
H  1.638  2.388  1.310
H  3.079  1.593  0.701
H  3.200  3.226  1.377
H  1.362  0.543  2.798
C  -4.578  7.395  4.404
C  -5.584  6.392  3.863
C  -6.610  6.013  4.919
O  -4.897  5.217  3.420
H  -4.026  6.973  5.249
H  -3.842  7.650  3.639
H  -5.072  8.311  4.733
H  -6.092  6.814  2.993
H  -6.126  5.545  5.781
H  -7.320  5.284  4.520
H  -7.165  6.887  5.263
H  -4.444  4.835  4.182
C  -7.198  4.588  -3.943
C  -7.089  5.315  -2.611
C  -6.942  6.814  -2.810
O  -5.962  4.816  -1.885
H  -6.297  4.743  -4.545
H  -7.293  3.510  -3.785
H  -8.061  4.934  -4.513
H  -7.976  5.110  -2.008
H  -6.033  7.044  -3.375
H  -6.854  7.322  -1.848
H  -7.798  7.227  -3.347
H  -5.171  4.993  -2.410

Atomic partial charges in e from the Löwdin method, atoms 1 to 5: C -0.118; C -0.263; C -0.236; C -0.226; C -0.215

---

Record 2
Below is a 13-piece molecular cluster, H26O13 overall, with properties calculated with ωB97M-V/def2-TZVPD.

As for the frontier orbital gap: 8.48 eV. The value obtained for the HOMO energy is -9.4 eV.

Positions of all 39 atoms, in Å:
O  0.166  -1.162  2.271
H  -0.022  -0.676  3.074
H  0.617  -1.952  2.569
O  2.135  2.659  -0.808
H  1.472  1.986  -0.965
H  2.873  2.184  -0.426
O  3.286  -0.453  1.719
H  3.048  -0.504  2.645
H  2.500  -0.738  1.254
O  -0.933  2.057  -2.883
H  -0.314  2.193  -2.166
H  -1.253  1.164  -2.757
O  0.300  0.422  -0.008
H  0.359  0.407  0.948
H  -0.056  -0.436  -0.239
O  1.102  -2.247  -0.632
H  1.068  -2.711  0.204
H  1.910  -2.552  -1.044
O  -1.820  -2.846  0.546
H  -1.518  -2.214  1.199
H  -1.679  -3.700  0.956
O  -0.942  -3.125  -2.237
H  -1.517  -3.822  -1.919
H  -0.464  -2.836  -1.459
O  -2.846  1.846  -0.168
H  -2.375  1.933  0.661
H  -2.414  1.117  -0.614
O  1.623  0.212  -2.690
H  1.544  -0.293  -3.499
H  1.304  -0.378  -2.007
O  -1.776  2.747  2.163
H  -0.821  2.679  2.171
H  -1.979  3.364  2.866
O  0.918  2.315  2.280
H  1.051  2.839  3.070
H  1.711  2.456  1.763
O  -1.813  -0.374  -1.879
H  -1.733  -1.323  -1.783
H  -2.713  -0.237  -2.175

Atomic partial charges in e from the Löwdin method, atoms 1 to 5: O -0.025; H 0.072; H 0.059; O -0.044; H -0.024

---

In the order shown, the computed max |F| values come out to 2.848, 0.804 eV/A.